Entry from OMol25: a 2-piece molecular cluster, C4O3 overall in a non-equilibrium geometry (ωB97M-V with the def2-TZVPD basis set).

Properties
HOMO = -10.493 eV
lowest unoccupied orbital energy = 0.09 eV
orbital gap = 10.578 eV
ΔE to the lowest compared entry with this formula, charge and spin = 0.3 kcal/mol

Geometry (Å):
C1 -1.003950 -0.532989 -0.136094
C2 0.136870 -1.112314 -0.103413
C3 2.340307 0.777420 0.527862
C4 -1.979003 0.269023 0.029920
O1 2.389194 1.323976 -0.444321
O2 -2.917940 0.941344 -0.041400
O3 1.165574 -1.627561 -0.005852

Forces on the atoms, in the same order (eV/Å):
0.664 -0.378 0.208
-0.306 0.245 0.684
0.119 -0.241 1.082
-0.604 0.079 -1.281
0.055 0.519 -1.000
0.241 0.044 0.727
-0.170 -0.267 -0.420